Record 1
Here is a structure of composition C32H45As2MgN6O9S2 from OMol25. Energies are from wB97M-V/def2-TZVPD.

Computed properties:
* E_HOMO: -0.3667 Ha
* total charge: +1
* gap between HOMO and LUMO: 7.417 eV
* electronic energy: -210072.804 eV

Positions of all 97 atoms, in Å:
1 Mg 0.30004 0.92384 2.28733
2 N -2.30599 3.98416 4.28660
3 C -1.57728 2.94479 3.82694
4 S 0.01508 3.29573 3.23080
5 N -2.19874 1.77355 3.92513
6 N -1.54449 0.75509 3.32183
7 C -1.94782 -0.44964 3.54133
8 C -3.04704 -0.80947 4.47218
9 C -2.78214 -1.64406 5.55459
10 C -3.78418 -1.96265 6.45945
11 C -5.06280 -1.45678 6.27915
12 C -5.33558 -0.63282 5.19511
13 C -4.33167 -0.30308 4.29925
14 C -1.20989 -1.53123 2.82450
15 C -1.68054 -2.84137 2.82277
16 C -0.95818 -3.82082 2.16648
17 C 0.21310 -3.47558 1.51234
18 C 0.59560 -2.14834 1.53311
19 N -0.08168 -1.19519 2.16860
20 H -1.84871 4.86312 4.44800
21 H -3.16422 3.77798 4.77121
22 H -1.78437 -2.04481 5.69497
23 H -3.56621 -2.60533 7.30191
24 H -5.84589 -1.70140 6.98439
25 H -6.33339 -0.24034 5.05106
26 H -4.53914 0.35040 3.46315
27 H -2.60029 -3.07834 3.33627
28 H -1.30638 -4.84578 2.16892
29 H 0.81057 -4.20950 0.99011
30 H 1.49544 -1.82831 1.01908
31 N 2.28740 1.25039 1.47533
32 C 3.37752 1.80146 2.30672
33 C 3.63319 0.95218 3.54556
34 C 2.56750 1.08396 4.62662
35 N 1.32295 0.37537 4.25997
36 H 2.60750 0.38913 1.03909
37 H 2.09432 1.86938 0.68699
38 H 3.07783 2.80562 2.61224
39 H 4.29548 1.89515 1.72133
40 H 4.59433 1.24209 3.97283
41 H 3.73167 -0.10030 3.25046
42 H 2.30566 2.13579 4.75074
43 H 2.95909 0.72405 5.58130
44 H 0.61697 0.57612 4.96334
45 H 1.48428 -0.62748 4.30333
46 C -1.42881 3.79656 -0.17075
47 S -1.78933 2.14125 0.38034
48 C -2.45694 1.50002 -1.14277
49 O -0.43027 1.45896 0.48989
50 H -0.83844 3.74198 -1.08496
51 H -0.86735 4.27478 0.62975
52 H -2.37091 4.31814 -0.33730
53 H -3.38745 2.01984 -1.36735
54 H -2.63466 0.43670 -0.99497
55 H -1.72331 1.64652 -1.93627
56 C -2.28483 -4.02662 -1.51006
57 O -1.08156 -3.47752 -2.07560
58 C -0.81556 -2.21041 -1.74449
59 O -1.39352 -1.60599 -0.87562
60 C 0.28258 -1.63044 -2.58169
61 C 0.29043 -1.88201 -3.88949
62 As 1.53598 -1.06156 -5.15328
63 C 0.31325 -0.83624 -6.65946
64 C 1.47857 0.75769 -4.41860
65 C 1.51500 1.01949 -3.11354
66 As 1.39183 -0.28815 -1.65145
67 C 3.14684 -1.14787 -1.94012
68 C 1.75454 2.39217 -2.56227
69 O 2.06971 2.57902 -1.40743
70 O 1.63671 3.35178 -3.47075
71 C 1.93272 4.70575 -3.07958
72 C 1.39406 1.80642 -5.50412
73 O 0.32519 2.17286 -5.89662
74 O 2.52370 2.21429 -6.09674
75 C 3.79731 1.76285 -5.62028
76 C -0.77203 -2.71528 -4.56847
77 O -1.85798 -2.25601 -4.78355
78 O -0.43448 -3.92539 -5.02722
79 C 0.82335 -4.50582 -4.65892
80 H -2.35282 -5.03762 -1.89758
81 H -3.14148 -3.43715 -1.83083
82 H -2.22520 -4.02445 -0.42385
83 H 0.10732 -1.82150 -7.07643
84 H 0.81236 -0.23395 -7.41654
85 H -0.61315 -0.35732 -6.35620
86 H 3.30912 -1.46367 -2.96910
87 H 3.22805 -2.01919 -1.28960
88 H 3.92029 -0.42987 -1.66511
89 H 2.47063 5.15207 -3.91056
90 H 2.52902 4.71918 -2.17209
91 H 0.99204 5.22990 -2.92506
92 H 4.52691 2.45337 -6.03174
93 H 4.00698 0.75601 -5.98285
94 H 3.84855 1.78470 -4.53273
95 H 0.71598 -5.57279 -4.82823
96 H 1.04805 -4.32311 -3.60945
97 H 1.62414 -4.11910 -5.29070

Force components x, y, z for each atom (eV/Å):
Mg 0.540 0.450 0.283
N 0.067 0.048 0.032
C -0.015 -0.084 0.076
S -0.256 -0.082 -0.008
N 0.176 0.022 -0.121
N -0.148 -0.058 0.207
C 0.044 -0.188 -0.132
C -0.013 0.057 -0.002
C -0.008 -0.001 0.022
C 0.000 0.005 -0.022
C -0.004 0.010 0.004
C 0.004 -0.012 0.005
C -0.011 -0.042 -0.038
C -0.083 0.146 0.003
C -0.005 -0.020 0.015
C -0.006 -0.030 0.007
C -0.014 -0.013 -0.019
C 0.078 0.088 0.007
N -0.249 -0.209 0.020
H -0.006 -0.003 -0.009
H -0.006 -0.005 -0.008
H 0.006 0.011 0.007
H 0.003 0.004 0.008
H -0.007 -0.010 -0.007
H -0.005 0.003 0.003
H 0.011 0.029 0.009
H 0.000 -0.010 -0.003
H -0.004 0.001 -0.002
H 0.010 0.005 0.003
H 0.000 0.004 -0.005
N -0.016 -0.099 -0.131
C -0.097 0.009 0.030
C -0.075 -0.015 -0.027
C -0.034 0.029 -0.057
N 0.083 -0.010 0.027
H 0.049 0.010 -0.007
H 0.030 -0.015 -0.020
H 0.025 0.015 -0.010
H 0.011 0.007 0.013
H 0.006 0.016 -0.007
H 0.058 -0.007 0.028
H 0.020 0.002 0.036
H 0.012 -0.017 -0.009
H -0.030 0.015 -0.034
H 0.007 0.005 0.017
C 0.046 0.036 -0.030
S 0.097 -0.101 -0.029
C 0.014 -0.043 -0.020
O -0.330 0.071 -0.143
H 0.013 0.022 0.001
H -0.018 0.000 0.012
H 0.002 0.008 -0.018
H -0.006 0.007 -0.009
H 0.003 0.021 0.006
H -0.021 0.003 -0.022
C 0.014 0.004 -0.010
O -0.019 -0.018 -0.009
C 0.161 0.014 0.031
O -0.033 0.015 -0.024
C -0.108 0.170 0.060
C -0.062 -0.004 -0.093
As 0.017 0.027 0.006
C -0.015 -0.009 -0.018
C -0.060 0.049 -0.107
C 0.076 0.111 0.222
As 0.078 -0.341 -0.045
C -0.011 -0.014 -0.115
C -0.059 -0.125 -0.042
O -0.004 0.012 0.011
O 0.059 0.039 -0.011
C -0.023 -0.017 -0.014
C 0.024 -0.116 0.040
O -0.004 0.034 0.020
O 0.000 0.002 0.006
C -0.023 0.021 0.004
C 0.080 0.084 0.002
O -0.021 -0.040 0.067
O -0.016 -0.003 0.009
C -0.004 0.005 0.008
H -0.003 -0.003 0.013
H -0.002 -0.003 -0.003
H -0.003 0.001 0.001
H 0.012 -0.002 -0.002
H 0.006 -0.008 0.000
H 0.002 0.004 0.000
H 0.015 -0.001 0.008
H -0.016 0.014 0.014
H -0.014 -0.002 0.017
H -0.016 0.008 -0.004
H 0.004 -0.003 -0.010
H 0.011 0.012 0.024
H -0.001 -0.013 -0.011
H 0.001 -0.005 0.020
H 0.010 0.016 0.002
H 0.007 0.007 -0.014
H -0.012 -0.006 0.006
H 0.004 -0.002 0.012

Record 2
Here is an isolated molecule of C12H14BN in a non-equilibrium geometry from OMol25. Energies are from wB97M-V/def2-TZVPD.

Computed properties:
* E_HOMO: -0.2762 Ha
* SMILES: C/C=C/C1=Cc2ccccc2NB1C
* energy relative to the best compared isomer or geometry (same formula, charge and spin): 54.4 kJ/mol
* gap between HOMO and LUMO: 8.160 eV
* electronic energy: -14836.575 eV

Positions of all 28 atoms, in Å:
1 C -0.69458 -2.46296 3.59059
2 C -0.52733 -1.79319 2.33199
3 C -1.33099 -1.09606 1.56490
4 C -0.91227 -0.36785 0.37654
5 C -0.06542 -0.91105 -0.46912
6 C 0.71714 -0.19786 -1.43571
7 C 1.62509 -0.86134 -2.24057
8 C 2.46950 -0.16245 -3.05771
9 C 2.36203 1.25713 -3.17111
10 C 1.56052 1.99593 -2.39123
11 C 0.67045 1.27276 -1.52540
12 N -0.12979 1.86426 -0.69340
13 B -1.13761 1.08411 0.33401
14 C -2.20215 1.94910 0.96337
15 H 0.18202 -2.70401 4.14851
16 H -1.01397 -3.46358 3.17851
17 H -1.38652 -2.09076 4.37431
18 H 0.48703 -1.88930 1.90023
19 H -2.42218 -0.96651 1.91145
20 H 0.08645 -1.97313 -0.34273
21 H 1.94507 -1.96638 -2.15332
22 H 3.27816 -0.71738 -3.40393
23 H 2.95613 1.89820 -3.78943
24 H 1.37559 2.92844 -2.69040
25 H -0.34394 2.89442 -0.79605
26 H -2.01608 1.99722 2.11757
27 H -3.21854 1.52304 0.84238
28 H -2.31382 2.95921 0.52575

Force components x, y, z for each atom (eV/Å):
C -1.749 -2.466 0.958
C 2.517 1.267 -1.367
C -3.513 0.221 0.966
C -0.634 0.353 1.773
C 1.571 -0.569 -1.575
C -0.534 1.395 0.062
C 1.937 -1.502 -0.198
C -0.647 1.595 0.466
C 1.268 -1.133 -0.240
C -1.873 -4.640 1.292
C 2.043 -2.417 -0.946
N -5.237 1.308 3.816
B 2.498 2.557 -3.588
C -1.379 1.013 2.307
H 1.077 0.206 -0.019
H -0.221 0.356 1.252
H -0.122 -0.043 -1.024
H -0.284 0.052 0.386
H 1.615 0.011 -0.451
H 0.358 -0.326 -0.447
H -1.319 1.692 0.180
H 1.249 -0.469 -1.318
H 0.710 -0.501 -0.813
H -0.551 3.968 -0.304
H 0.754 -1.729 0.068
H -0.453 0.204 -1.931
H 0.511 -0.124 0.208
H 0.411 -0.279 0.485

Record 3
Here is a structure of composition C22H41BrNP3SeZr in a non-equilibrium geometry from OMol25. Energies are from wB97M-V/def2-TZVPD.

Computed properties:
* E_HOMO (spin up / spin down): -0.6850 / -0.6837 Ha
* total charge: +4
* gap between HOMO and LUMO (spin up / spin down): 2.153 / 2.100 eV
* electronic energy: -189456.642 eV

Positions of all 70 atoms, in Å:
1 Zr 0.34965 -0.41114 0.90518
2 P -0.95975 -2.15674 1.51838
3 P 1.92045 -0.50754 2.62838
4 P 1.60185 -1.69014 -0.59142
5 H -2.99285 4.58996 -6.74562
6 C -2.95975 3.66316 -7.31252
7 C -4.04025 2.90396 -7.47692
8 H -5.00215 3.17806 -7.05132
9 C -2.50865 -1.94764 2.50888
10 C -0.28625 -3.59014 2.48148
11 C -1.73885 -3.03914 0.09258
12 C 3.28835 0.73166 2.64418
13 C 1.28955 -0.32964 4.35938
14 C 2.92795 -2.03884 2.89468
15 C 0.92705 -1.72774 -2.29882
16 C 1.93025 -3.49774 -0.33052
17 C 3.34385 -1.19324 -0.94622
18 H -1.99785 3.38916 -7.73822
19 H -4.00715 1.97716 -8.04392
20 H -3.12475 -1.16214 2.06538
21 H -2.27475 -1.67344 3.53958
22 H -3.07805 -2.88404 2.50928
23 H 0.00055 -3.24604 3.47998
24 H 0.59655 -4.00574 1.99418
25 H -1.04055 -4.37814 2.58728
26 H -2.37625 -2.32094 -0.43052
27 H -2.34115 -3.89244 0.42498
28 H -0.98275 -3.38414 -0.61442
29 H 3.90415 0.64676 3.54668
30 H 2.87245 1.73966 2.57758
31 H 3.91295 0.57756 1.75938
32 H 2.06855 -0.54794 5.09868
33 H 0.45285 -1.01904 4.50748
34 H 0.92145 0.68576 4.52278
35 H 3.59305 -1.92074 3.75758
36 H 3.53575 -2.24914 2.01178
37 H 2.26965 -2.89244 3.06868
38 H 1.44085 -2.47574 -2.91302
39 H 1.05225 -0.73674 -2.74142
40 H -0.14265 -1.94934 -2.26302
41 H 2.59345 -3.87114 -1.11832
42 H 1.00885 -4.08314 -0.34512
43 H 2.41945 -3.64664 0.63618
44 H 3.86035 -2.00234 -1.47412
45 H 3.87665 -0.98244 -0.01542
46 H 3.33605 -0.28744 -1.55512
47 C 0.68995 2.05776 -1.89862
48 C -0.60455 1.67026 -2.26822
49 C -1.15835 2.10196 -3.47422
50 C -0.43515 2.92766 -4.33492
51 C 0.85725 3.31856 -3.97192
52 C 1.41515 2.89036 -2.77022
53 Se 1.56725 1.54326 -0.26662
54 H -0.80055 -0.34434 -0.26982
55 H -1.16625 1.02516 -1.59772
56 H -2.16525 1.78746 -3.73982
57 H -0.86845 3.26216 -5.27332
58 H 1.43685 3.96156 -4.63002
59 H 2.42115 3.19926 -2.49752
60 Br -2.78975 1.60776 5.72358
61 C -2.16995 1.88076 3.93778
62 C -2.50545 3.04026 3.24918
63 C -2.05545 3.20836 1.94648
64 C -1.26865 2.21516 1.35858
65 N -0.91775 1.07946 2.03668
66 C -1.37945 0.91306 3.31048
67 H -3.11725 3.80116 3.71638
68 H -2.31515 4.10016 1.39058
69 H -0.94695 2.36956 0.34878
70 H -1.16355 0.04156 3.86018

Force components x, y, z for each atom (eV/Å):
Zr -1.206 7.491 2.113
P -5.945 -7.500 1.623
P 6.032 -0.969 6.552
P 4.070 -4.347 -5.276
H -0.098 -0.054 -0.121
C 1.481 0.894 0.387
C -1.368 -1.050 -0.143
H 0.121 0.038 -0.120
C -0.108 0.813 0.128
C 0.760 0.301 0.116
C 0.148 0.210 -0.489
C -0.176 0.437 -0.668
C -0.647 0.174 -0.025
C -0.122 -0.332 -0.452
C -0.477 0.252 0.036
C -0.320 -0.168 0.668
C 0.002 0.351 0.421
H -0.169 0.033 -0.139
H 0.014 0.153 0.025
H -0.008 -0.053 0.068
H -0.090 -0.127 -0.086
H 0.338 0.067 -0.130
H -0.054 -0.124 -0.055
H -0.112 -0.079 0.086
H -0.035 0.312 -0.178
H 0.024 -0.111 0.093
H 0.230 0.179 0.131
H -0.129 -0.063 0.047
H -0.265 -0.157 -0.094
H 0.098 0.039 0.145
H 0.068 0.014 0.145
H 0.037 -0.035 -0.368
H 0.200 -0.011 0.186
H 0.110 -0.066 0.020
H -0.196 0.176 -0.141
H 0.035 0.014 0.110
H 0.135 0.069 0.053
H 0.047 0.144 0.227
H -0.002 -0.102 -0.067
H 0.143 -0.022 -0.101
H -0.135 0.295 0.025
H 0.100 0.064 -0.014
H -0.014 -0.063 -0.171
H -0.182 0.168 0.037
H 0.104 -0.031 -0.139
H 0.151 -0.076 -0.040
C 1.284 -0.618 1.982
C -1.906 -0.331 -0.999
C -0.376 -1.193 1.659
C 0.255 0.256 -0.216
C 1.338 0.037 0.761
C 0.712 1.376 -1.536
Se -0.197 2.379 -3.489
H -2.878 -0.339 -2.916
H -0.043 0.111 -0.234
H 0.170 0.067 0.085
H -0.007 0.064 0.145
H -0.058 -0.116 0.126
H -0.137 0.046 -0.114
Br 0.396 0.028 -0.987
C -0.005 -0.481 0.600
C -0.014 0.131 -0.154
C 0.361 -0.595 -0.172
C -0.851 0.551 1.445
N -0.521 0.728 0.327
C -0.706 1.942 -0.737
H -0.010 0.002 0.060
H 0.040 -0.049 -0.017
H 0.165 -0.292 -0.220
H 0.399 -0.854 0.178

Record 4
Here is a cluster of 2 separate species, C6H14O3 in total in a non-equilibrium geometry from OMol25. Energies are from wB97M-V/def2-TZVPD.

Computed properties:
* E_HOMO: -0.3605 Ha
* SMILES: CC[C@@](C)(O)CO.C=O
* energy relative to the best compared isomer or geometry (same formula, charge and spin): 175.5 kJ/mol
* gap between HOMO and LUMO: 10.649 eV
* electronic energy: -12590.279 eV

Positions of all 23 atoms, in Å:
1 C 1.10976 -2.16858 -0.36030
2 C 0.83587 -0.78928 0.23556
3 C -0.65284 -0.47763 0.47379
4 C -1.45193 -0.51997 -0.83546
5 O -1.22030 -1.37204 1.42497
6 C -0.81541 0.89670 1.15486
7 O -0.50921 2.02711 0.36350
8 H 0.71608 -2.96638 0.27110
9 H 2.18424 -2.31941 -0.44483
10 H 0.68070 -2.26538 -1.35574
11 H 1.24202 -0.02876 -0.43147
12 H 1.34802 -0.71294 1.19798
13 H -2.46295 -0.14890 -0.67205
14 H -1.52637 -1.54363 -1.19767
15 H -0.96310 0.07109 -1.60734
16 H -1.14730 -2.26817 1.07628
17 H -1.84979 0.96889 1.51136
18 H -0.16072 0.94586 2.02679
19 H -0.77494 1.91350 -0.59940
20 C 1.33188 2.68168 -0.53474
21 O 1.15746 2.07330 -1.58337
22 H 1.92417 2.28000 0.30113
23 H 1.00465 3.72295 -0.41495

Force components x, y, z for each atom (eV/Å):
C -0.052 0.227 0.066
C -0.222 -0.101 0.056
C 0.244 0.369 -0.291
C 0.110 0.017 0.351
O -0.021 -0.091 0.042
C -0.401 -0.413 0.194
O -0.866 -0.054 -1.355
H 0.013 -0.086 0.003
H 0.029 -0.086 -0.025
H -0.008 -0.056 -0.067
H 0.031 0.068 0.012
H -0.009 0.065 0.023
H -0.064 0.016 0.004
H 0.014 -0.056 -0.061
H 0.033 0.040 -0.154
H -0.009 0.087 0.059
H 0.050 -0.074 -0.017
H -0.005 -0.026 -0.018
H 0.228 -0.076 1.808
C 0.349 -0.401 -1.342
O 0.552 0.700 0.758
H 0.037 -0.114 -0.061
H -0.034 0.045 0.016